# 1
C3H2FO2Sm | ωB97M-V/def2-TZVPD

CARTESIAN COORDINATES (ANGSTROEM)
F -0.83034 1.58652 -0.70784
O 0.09869 -0.93169 -0.85254
O 1.43659 0.69086 0.12335
C -1.24331 -0.98798 -0.17869
C -1.04778 0.29434 0.41268
C 0.31008 0.29623 -0.26052
H -1.34577 -1.89392 0.42989
H -1.24604 0.64279 1.42739
Sm 3.86789 0.30284 -0.39372

Forces on atoms 1 to 2 (eV/Å):
-0.14 1.43 -1.89
1.11 1.59 -0.93

Its orbital gap (alpha / beta) is 2.967 / 3.299 eV. For the max |F|, the calculation gives 4.6 eV/Å. The total energy is -1023.32753 hartree. For the HOMO energy (alpha / beta), the calculation gives -9.61 / -9.82 eV. As for the spin multiplicity: 7. The net charge is +1. The calculation puts the LUMO energy (alpha / beta) at -6.64 / -6.52 eV. As for the energy relative to the best compared isomer or geometry (same formula, charge and spin): 147.3 kcal/mol.

***

# 2
C31H34BiN6O2 | ωB97M-V/def2-TZVPD

CARTESIAN COORDINATES (ANGSTROEM)
Bi 0.02359 -0.29631 0.24002
O -1.87505 -1.42136 0.65884
C -2.24627 -2.02363 1.75555
C -3.41644 -2.80733 1.66835
C -3.89417 -3.52970 2.72928
C -3.20811 -3.52896 3.94531
C -2.08519 -2.75696 4.07078
C -1.58238 -1.96624 3.01113
C -0.44489 -1.16808 3.32676
N 0.19678 -0.34053 2.58592
C 1.43311 0.23699 3.03665
C 1.57293 1.73014 2.71290
N 1.03670 2.09542 1.42623
C 0.66226 3.30369 1.30521
C 0.00749 3.93845 0.18472
C -0.57074 5.18961 0.43692
C -1.36746 5.82743 -0.48795
C -1.58980 5.22313 -1.71490
C -0.97668 4.02184 -2.01725
C -0.17077 3.36634 -1.09026
O 0.44872 2.20338 -1.38477
H -3.92913 -2.80924 0.71919
H -4.79911 -4.10716 2.61286
H -3.56819 -4.11709 4.77402
H -1.54595 -2.74998 5.00919
H -0.08990 -1.29543 4.35591
H 1.56040 0.10077 4.11873
H 2.23261 -0.30911 2.52262
H 1.10320 2.32971 3.50653
H 2.64566 1.95968 2.72155
H 0.77418 3.99564 2.15377
H -0.40954 5.64747 1.39934
H -1.82586 6.77275 -0.24884
H -2.23789 5.69455 -2.43623
H -1.13144 3.58097 -2.99224
N -0.28753 0.82612 -3.68178
C 0.52194 -0.23227 -4.31690
C 1.98207 -0.19835 -3.83902
C 2.33175 -0.91078 -2.52656
N 2.11145 -0.09424 -1.32699
C 1.61384 -2.26056 -2.39948
C 0.12767 -2.25046 -2.76860
N -0.70752 -1.58212 -1.76127
C -0.07761 -1.63046 -4.14797
H -0.11294 1.68561 -4.19776
H 0.11502 1.78128 -2.21607
H -1.27369 0.61301 -3.81005
H 0.55238 -0.04759 -5.40400
H 2.31816 0.83772 -3.78345
H 2.56800 -0.68766 -4.61922
H 3.40855 -1.13267 -2.59743
H 2.20559 0.89852 -1.50964
H 2.78176 -0.36007 -0.61476
H 1.71492 -2.60830 -1.37348
H 2.11099 -2.97789 -3.05604
H -0.18347 -3.30016 -2.83717
H -1.27635 -2.23573 -1.23356
H -1.33317 -0.91573 -2.19511
H -1.14555 -1.60939 -4.38332
H 0.39948 -2.28174 -4.88186
N 5.54491 -7.67099 4.27387
C 4.83101 -6.92591 3.77694
C 3.97488 -5.98796 3.15275
C 3.30393 -5.03472 3.92094
C 2.51764 -4.08618 3.30273
C 2.40004 -4.07178 1.91020
C 3.04242 -5.04970 1.14981
C 3.82694 -6.00144 1.76477
C 1.68998 -3.01419 1.29007
C 1.17307 -2.06381 0.75123
H 3.42440 -5.03704 4.99360
H 2.00114 -3.33792 3.88567
H 2.93471 -5.04588 0.07555
H 4.34728 -6.74706 1.18310

Forces on atoms 1 to 2 (eV/Å):
-0.83 0.48 -0.29
0.58 0.56 -0.04

Its orbital gap is 8.018 eV. For the max |F|, the calculation gives 1.0 eV/Å. The total energy is -1895.07618 hartree. For the HOMO energy, the calculation gives -10.48 eV. The net charge is +1. The calculation puts the LUMO energy at -2.46 eV. As for the energy relative to the best compared isomer or geometry (same formula, charge and spin): 17.0 kcal/mol.